DFT (wB97M-V/def2-TZVPD) results for 2 unconnected molecules or ions with the total composition C3H5N3O at a distorted geometry.

Output
* maximum force: 5.34 eV/A
* Kohn-Sham gap: 8.83 eV
* ΔE to the lowest compared entry with this formula, charge and spin: 652.76 kJ/mol
* E_LUMO: -0.82 eV
* molecular weight: 99.09 g/mol
* electronic energy: -356.60875 a.u.

ORCA input file:
```
! wB97M-V def2-TZVPD RIJCOSX def2/J DEFGRID3
* xyz 0 1
N -1.37 -0.27 -0.62
H 2.46 0.22 -1.88
C -1.21 -0.45 0.64
H 0.91 -1.49 0.68
O 0.17 -0.37 2.49
N 1.74 1.30 -1.37
H -0.08 1.75 -0.18
H -0.46 -0.51 -2.37
C 0.56 0.92 -0.92
C 0.06 -0.69 1.29
N -0.15 -0.36 -1.34
H -2.19 -0.31 1.11
*
```

Mulliken population analysis, charges in e, atoms 1 to 4: number 1, N, carries -0.432; number 2, H, carries 0.291; number 3, C, carries -0.101; number 4, H, carries 0.257